75
Properties=species:S:1:pos:R:3:lowdin_charge:R:1 method="wB97M-V/def2-TZVPD" total_charge=+2 gap_ha=0.2263 e_lumo_ev=-7.487 largest_force_ev_per_a=2.25
W -0.41526 0.38159 1.33073 1.105
N -4.81181 0.08767 0.50632 0.121
C -3.49340 0.33007 0.56728 -0.812
S -2.50482 -0.93538 1.26978 0.630
N -3.05193 1.44759 0.08556 0.010
N -1.68427 1.65614 0.18980 -0.170
C -1.30725 2.74878 -0.40001 -0.018
C -0.00245 3.35425 -0.42455 -0.139
C 0.16604 4.58232 -1.07569 0.005
C 1.38861 5.22093 -1.05832 -0.037
C 2.45491 4.64228 -0.37148 -0.021
C 2.31158 3.42242 0.27217 0.002
C 1.09069 2.79300 0.22107 -0.293
O 0.90122 1.58301 0.80854 -0.299
H -5.20692 -0.74492 0.90307 0.102
H -5.42470 0.79664 0.13908 0.123
H -2.11451 3.28408 -0.89037 0.150
H -0.68179 5.02712 -1.58636 0.130
H 1.51541 6.16801 -1.56465 0.121
H 3.41229 5.14711 -0.33729 0.125
H 3.13555 2.95955 0.79953 0.135
I 0.98813 -1.64208 2.53754 1.265
C 1.90149 -3.12850 1.34083 -0.522
C 2.56204 -3.94023 2.21083 -0.179
C 3.27375 -5.04826 1.71983 -0.038
C 3.27179 -5.27716 0.38273 0.003
C 2.58144 -4.42816 -0.52044 -0.136
C 2.63891 -4.74947 -1.89342 0.005
C 2.00859 -3.98107 -2.81911 -0.020
C 1.29631 -2.85399 -2.38890 -0.074
C 1.19322 -2.48552 -1.06608 -0.284
P 0.19107 -0.94132 -0.89589 0.980
C -1.36293 -1.39609 -1.74328 -0.409
C -2.17813 -0.42967 -2.33015 -0.131
C -3.38252 -0.79248 -2.92155 -0.056
C -3.79218 -2.11703 -2.91231 -0.051
C -3.00647 -3.07876 -2.28889 -0.050
C -1.80371 -2.72047 -1.70147 -0.105
C 1.14040 0.17187 -1.99717 -0.360
C 0.74377 0.57499 -3.27007 -0.076
C 1.55062 1.43269 -4.01147 -0.048
C 2.76235 1.87374 -3.50041 -0.048
C 3.18539 1.43468 -2.25176 -0.063
C 2.37713 0.59452 -1.50523 -0.119
C 1.84623 -3.27858 -0.07122 -0.169
H 2.54693 -3.74755 3.27670 0.083
H 3.80309 -5.69366 2.40808 0.127
H 3.80614 -6.12596 -0.02642 0.132
H 3.20171 -5.62663 -2.19022 0.132
H 2.05081 -4.22335 -3.87247 0.126
H 0.80308 -2.25428 -3.14245 0.115
H -1.88592 0.61180 -2.33546 0.092
H -3.99481 -0.03512 -3.39582 0.118
H -4.72553 -2.40012 -3.38339 0.118
H -3.32755 -4.11276 -2.26626 0.118
H -1.20621 -3.48023 -1.21341 0.111
H -0.17025 0.20714 -3.71071 0.098
H 1.23178 1.74238 -4.99895 0.117
H 3.38786 2.53961 -4.08238 0.118
H 4.14841 1.74465 -1.86374 0.119
H 2.72537 0.24406 -0.53884 0.110
C -2.68436 1.22039 4.42766 -0.029
C -1.19488 1.50517 4.21341 -0.675
C -0.34269 0.75551 5.24078 -0.042
C -0.90976 3.01003 4.26423 -0.024
N -0.83327 1.03939 2.89488 -0.161
H -2.97208 1.55972 5.42289 0.103
H -2.89038 0.15276 4.34500 0.079
H -3.28664 1.75095 3.68842 0.088
H -0.60349 1.10952 6.23779 0.103
H 0.72081 0.94019 5.07550 0.087
H -0.53500 -0.31895 5.19504 0.073
H -1.14291 3.39173 5.25870 0.102
H -1.52484 3.53830 3.53466 0.089
H 0.14066 3.20941 4.04961 0.089